1.
Here is a molecular structure, C48H56Cl2CsGeN8OPTe from OMol25. Energies are from the ωB97M-V functional and the def2-TZVPD basis.

As for the HOMO energy: 1.249 eV. Its maximum force is 2.53 eV Å⁻¹.

```
! wB97M-V def2-TZVPD RIJCOSX def2/J DEFGRID3
* xyz -2 1
Cs 0.359 0.377 0.477
C -1.468 1.323 4.448
N -1.601 0.357 3.386
C -2.297 -0.830 3.808
C -2.368 -1.849 2.725
N -1.609 -1.916 1.675
C -1.950 -3.106 1.047
C -1.370 -3.741 -0.048
C -1.888 -4.977 -0.409
C -2.969 -5.550 0.253
C -3.549 -4.945 1.360
C -3.005 -3.727 1.741
N -3.256 -2.896 2.811
C -0.570 2.445 4.058
N 0.096 2.567 2.946
C 0.810 3.737 3.059
C 1.706 4.332 2.173
C 2.258 5.547 2.542
C 1.962 6.160 3.760
C 1.097 5.564 4.672
C 0.538 4.354 4.294
N -0.355 3.507 4.911
H -1.083 0.874 5.383
H -2.466 1.715 4.683
H -0.688 0.114 3.020
H -3.312 -0.545 4.115
H -1.825 -1.301 4.691
H -0.462 -3.352 -0.482
H -1.445 -5.498 -1.247
H -3.351 -6.506 -0.084
H -4.357 -5.415 1.908
H -3.942 -3.038 3.528
H 1.955 3.849 1.237
H 2.948 6.040 1.868
H 2.420 7.107 4.012
H 0.887 6.025 5.630
H -0.702 3.582 5.850
Cl 1.523 0.572 -2.465
C 2.359 2.056 -2.004
Cl 3.211 1.863 -0.474
H 1.605 2.826 -1.871
H 3.085 2.292 -2.773
C -3.402 1.566 0.783
N -3.332 2.249 -0.499
C -4.265 1.783 -1.504
P -1.945 3.103 -0.795
O -0.663 2.440 -0.489
N -1.956 3.594 -2.394
C -1.476 2.662 -3.408
C -2.794 4.657 -2.893
N -2.188 4.476 0.122
C -3.481 5.002 0.495
C -1.068 5.322 0.468
H -3.274 0.484 0.673
H -4.372 1.762 1.259
H -2.612 1.935 1.438
H -4.152 0.713 -1.702
H -4.111 2.318 -2.440
H -5.295 1.968 -1.169
H -1.004 1.804 -2.934
H -0.743 3.150 -4.060
H -2.298 2.288 -4.029
H -3.213 5.224 -2.064
H -3.619 4.278 -3.510
H -2.206 5.344 -3.514
H -4.272 4.395 0.062
H -3.594 6.039 0.150
H -3.603 5.002 1.586
H -0.144 4.816 0.207
H -1.045 5.524 1.544
H -1.115 6.284 -0.062
Te -2.329 -1.416 -2.683
C -4.358 -1.336 -3.186
C -5.324 -2.023 -2.435
C -6.670 -1.977 -2.758
C -7.113 -1.241 -3.852
C -6.174 -0.556 -4.616
C -4.829 -0.604 -4.287
H -4.996 -2.609 -1.582
H -7.390 -2.520 -2.153
H -8.166 -1.206 -4.107
H -6.501 0.020 -5.476
H -4.110 -0.067 -4.895
C 2.785 -1.132 1.386
Ge 3.826 -2.157 0.202
C 5.549 -3.125 0.757
C 6.292 -3.857 -0.169
C 7.470 -4.501 0.188
C 7.938 -4.417 1.494
C 7.211 -3.698 2.434
C 6.028 -3.068 2.062
C 4.772 -1.216 -1.353
C 4.347 -1.104 -2.678
C 4.979 -0.267 -3.591
C 6.058 0.513 -3.195
C 6.487 0.441 -1.873
C 5.850 -0.404 -0.980
C 2.823 -3.756 -0.486
C 2.584 -4.758 0.459
C 1.827 -5.883 0.167
C 1.286 -6.048 -1.102
C 1.503 -5.070 -2.060
C 2.258 -3.943 -1.748
H 3.520 -0.438 1.864
H 5.942 -3.916 -1.197
H 8.029 -5.068 -0.550
H 8.865 -4.907 1.775
H 7.569 -3.631 3.457
H 5.453 -2.511 2.799
H 3.502 -1.684 -3.023
H 4.628 -0.225 -4.618
H 6.565 1.154 -3.907
H 7.323 1.052 -1.545
H 6.198 -0.446 0.050
H 3.002 -4.640 1.454
H 1.642 -6.630 0.931
H 0.699 -6.928 -1.339
H 1.070 -5.174 -3.049
H 2.394 -3.196 -2.519
*
```

Löwdin population analysis, charges in e, atoms 1 to 8: 0.6695, -0.1642, -0.0644, -0.1617, -0.3164, 0.1517, -0.2195, -0.0439

2.
Here is 9 unconnected molecules or ions with the total composition C32H57F15O22S4 from OMol25. Energies are from the ωB97M-V functional and the def2-TZVPD basis.

As for the HOMO energy: -10.732 eV. For the energy relative to the best compared isomer or geometry (same formula, charge and spin), the calculation gives 148.1 kcal/mol. Its maximum force is 4.84 eV Å⁻¹.

```
! wB97M-V def2-TZVPD RIJCOSX def2/J DEFGRID3
* xyz 0 1
C 6.944 -7.253 3.641
C 6.261 -8.211 4.585
O 6.689 -9.427 4.118
C 6.536 -10.580 4.721
O 6.419 -10.774 5.957
C 6.633 -11.832 3.768
F 5.444 -12.466 3.712
F 7.072 -11.498 2.534
F 7.464 -12.746 4.245
H 6.464 -6.277 3.578
H 6.970 -7.593 2.606
H 8.018 -7.193 3.816
H 5.176 -8.145 4.654
H 6.644 -8.129 5.602
C -2.127 -0.942 13.075
C -3.153 -0.119 12.265
O -2.661 1.067 11.661
C -2.895 2.286 12.229
O -3.378 2.468 13.370
C -2.319 3.486 11.365
F -2.495 4.704 11.890
F -1.038 3.281 11.173
F -2.970 3.500 10.158
H -2.584 -1.828 13.516
H -1.932 -0.175 13.825
H -1.356 -1.200 12.349
H -4.014 0.204 12.851
H -3.579 -0.778 11.509
C 2.592 -2.215 8.971
C 2.734 -0.749 8.627
O 4.055 -0.328 8.498
C 4.720 -0.462 7.383
O 4.562 -1.364 6.592
C 5.929 0.506 7.205
F 7.014 -0.192 7.358
F 5.987 1.199 6.068
F 5.964 1.389 8.233
H 3.286 -2.477 9.769
H 2.786 -2.779 8.058
H 1.531 -2.396 9.142
H 2.210 -0.190 9.402
H 2.179 -0.446 7.740
C 12.328 -1.703 11.557
C 12.294 -1.958 13.115
O 13.401 -2.715 13.632
C 14.638 -2.112 13.458
O 14.766 -0.949 13.018
C 15.772 -3.047 13.807
F 16.836 -2.415 14.284
F 15.422 -3.984 14.783
F 16.098 -3.711 12.733
H 13.060 -0.933 11.315
H 11.333 -1.386 11.242
H 12.481 -2.617 10.985
H 11.468 -2.657 13.243
H 12.137 -1.026 13.658
C 2.840 -6.978 15.342
C 2.565 -5.999 14.231
O 3.271 -4.762 14.277
C 4.633 -4.587 14.213
O 5.413 -5.481 13.989
C 5.178 -3.226 14.638
F 4.238 -2.271 14.669
F 5.963 -3.279 15.694
F 6.017 -2.878 13.645
H 2.047 -7.155 16.069
H 3.639 -6.664 16.013
H 3.048 -7.920 14.835
H 1.537 -5.643 14.288
H 2.787 -6.402 13.242
C -1.915 -1.855 0.237
C -2.634 -0.970 1.196
O -1.683 -0.437 2.197
S -2.334 -0.131 3.706
C -1.701 -1.596 4.721
O -1.728 1.150 4.235
O -3.808 -0.332 3.771
H -1.500 -2.777 0.644
H -1.070 -1.580 -0.394
H -2.523 -2.174 -0.610
H -3.271 -0.205 0.752
H -3.328 -1.633 1.714
H -2.415 -2.419 4.761
H -1.618 -1.135 5.705
H -0.754 -1.878 4.260
C 3.880 0.650 1.496
C 2.972 1.641 0.632
O 3.382 2.942 0.717
S 2.782 3.927 1.961
C 1.027 4.346 1.339
O 2.573 3.146 3.209
O 3.464 5.225 1.919
H 3.488 0.626 2.513
H 4.926 0.950 1.421
H 3.662 -0.380 1.215
H 3.051 1.215 -0.369
H 1.965 1.361 0.940
H 0.547 3.421 1.019
H 1.179 4.946 0.442
H 0.420 4.877 2.073
C 11.879 -0.605 3.080
C 12.890 -0.354 4.234
O 14.234 -0.646 3.827
S 15.383 -0.015 4.835
C 15.519 1.604 3.890
O 14.749 0.300 6.127
O 16.648 -0.689 4.641
H 11.223 0.257 2.962
H 11.395 -1.578 3.167
H 12.395 -0.823 2.145
H 12.745 0.626 4.689
H 12.716 -0.952 5.129
H 15.767 1.391 2.850
H 16.196 2.213 4.489
H 14.488 1.829 4.163
C 8.501 5.919 17.562
C 8.425 4.947 16.343
O 7.248 5.175 15.642
S 7.213 4.476 14.075
C 5.322 4.134 13.938
O 7.469 5.544 13.079
O 7.907 3.224 14.048
H 7.619 5.928 18.202
H 8.607 6.946 17.214
H 9.337 5.545 18.154
H 9.265 5.142 15.676
H 8.544 3.897 16.610
H 5.000 3.533 14.788
H 5.082 3.655 12.988
H 4.827 5.106 13.951
*
```

Löwdin population analysis, charges in e, atoms 1 to 8: -0.0560, -0.2254, 0.0132, -0.3146, 0.1172, -0.5226, 0.1522, 0.1496

> Among the records above, which one has the lowest HOMO?

C32H57F15O22S4

> Which of these has the highest maximum force?

C32H57F15O22S4

> Which formula does entry 2 have?

C32H57F15O22S4